Entry 1:
Formula: C4H11NO5
Source: the Open Molecules 2025 dataset
Level of theory: the ωB97M-V functional and the def2-TZVPD basis

Properties
E_LUMO: 0.68 eV
Energy relative to the best compared isomer or geometry (same formula, charge and spin): 164.83 kJ/mol
Highest occupied orbital energy: -9.9 eV
HOMO-LUMO gap: 0.3895 Ha

Last column: Löwdin charge in e.
Element x y z (Å)
N  -0.523  1.347  1.059  0.057
C  -0.672  -0.114  0.990  -0.277
C  0.381  -0.811  1.881  -0.214
O  1.647  -0.209  1.796  -0.067
C  -0.660  -0.602  -0.482  -0.256
O  -1.915  -0.392  -1.096  0.000
C  0.405  0.084  -1.355  -0.638
O  1.689  -0.189  -0.967  0.021
O  0.127  1.426  -1.535  0.051
O  0.461  -0.554  -2.679  0.022
H  -1.176  1.755  1.716  0.098
H  0.420  1.554  1.386  0.096
H  -1.663  -0.397  1.359  0.150
H  0.424  -1.879  1.635  0.124
H  0.080  -0.712  2.927  0.123
H  1.952  -0.282  0.875  0.064
H  -0.487  -1.680  -0.507  0.163
H  -2.019  0.561  -1.234  0.102
H  2.010  -0.353  -1.968  0.197
H  -0.129  1.779  -0.648  0.075
H  -0.352  -0.333  -3.154  0.111

=====

Entry 2:
Formula: C24H24CdClO6P
Source: the Open Molecules 2025 dataset
Level of theory: the ωB97M-V functional and the def2-TZVPD basis

Properties
E_LUMO: 4.44 eV
Energy relative to the best compared isomer or geometry (same formula, charge and spin): 61.38 kJ/mol
Net charge: -2
Highest occupied orbital energy: -0.5 eV
HOMO-LUMO gap: 0.1810 Ha

Last column: Löwdin charge in e.
Element x y z (Å)
Cd  -1.395  -0.186  -1.108  1.330
O  -4.202  -2.148  2.282  -0.036
C  -3.078  -1.797  1.923  -0.800
O  -2.704  -1.401  0.773  -0.249
C  -1.919  -1.781  2.958  -0.282
P  -0.516  -1.001  2.065  1.027
C  -0.963  0.788  2.217  -0.396
C  -2.271  1.265  2.285  -0.092
C  -2.530  2.628  2.388  -0.105
C  -1.487  3.540  2.412  -0.124
C  -0.179  3.081  2.310  -0.105
C  0.076  1.724  2.202  -0.136
C  0.745  -1.009  3.457  -0.369
C  0.587  -0.361  4.684  -0.100
C  1.505  -0.528  5.710  -0.108
C  2.615  -1.348  5.530  -0.126
C  2.801  -1.984  4.312  -0.113
C  1.872  -1.811  3.289  -0.114
H  -1.649  -2.806  3.224  0.078
H  -2.209  -1.258  3.871  0.078
H  -3.102  0.575  2.251  0.092
H  -3.556  2.974  2.435  0.091
H  -1.690  4.602  2.498  0.084
H  0.645  3.784  2.295  0.090
H  1.095  1.380  2.082  0.093
H  -0.265  0.293  4.831  0.104
H  1.357  -0.018  6.655  0.089
H  3.329  -1.485  6.334  0.085
H  3.670  -2.612  4.155  0.089
H  2.021  -2.299  2.332  0.088
C  1.827  -1.138  -1.735  -0.124
C  1.464  0.306  -2.088  -0.711
C  2.752  1.143  -1.975  -0.097
C  0.515  0.861  -1.008  -0.283
C  0.949  0.419  -3.529  -0.205
C  0.793  -0.679  -4.371  -0.052
C  0.267  -0.544  -5.654  -0.100
C  -0.094  0.701  -6.137  -0.122
C  0.079  1.814  -5.318  -0.108
C  0.591  1.669  -4.042  -0.067
H  2.210  -1.147  -0.714  0.063
H  2.590  -1.555  -2.404  0.071
H  0.947  -1.785  -1.765  0.051
H  3.123  1.095  -0.949  0.066
H  2.566  2.190  -2.221  0.060
H  3.525  0.764  -2.656  0.074
H  0.238  1.888  -1.310  -0.078
H  1.032  -1.671  -4.016  0.095
H  0.109  -1.429  -6.259  0.096
H  -0.542  0.800  -7.119  0.085
H  -0.218  2.797  -5.669  0.086
H  0.689  2.544  -3.409  0.095
O  -4.049  -2.427  -3.077  -0.369
Cl  -2.813  -1.975  -3.666  0.599
O  -2.693  -2.476  -5.018  -0.384
O  -1.686  -2.446  -2.867  -0.452
O  -2.775  -0.521  -3.674  -0.453

=====

Entry 3:
Formula: C30H39F4N5OSe4SiTa
Source: the Open Molecules 2025 dataset
Level of theory: the ωB97M-V functional and the def2-TZVPD basis

Properties
E_LUMO: -4.37 eV
Energy relative to the best compared isomer or geometry (same formula, charge and spin): 290.36 kJ/mol
Net charge: +1
Highest occupied orbital energy: -10.8 eV
HOMO-LUMO gap: 0.2347 Ha

Last column: Löwdin charge in e.
Element x y z (Å)
Ta  -0.709  -0.054  -1.328  1.263
C  -1.468  3.484  1.172  -0.103
N  -1.300  3.283  -0.264  -0.289
C  -0.369  4.267  -0.798  -0.091
C  -2.601  3.352  -0.928  -0.184
C  -3.151  1.935  -1.123  -0.230
N  -2.303  1.226  -2.072  -0.181
C  -2.473  1.543  -3.394  -0.239
C  -1.356  1.499  -4.243  -0.141
F  -0.160  1.211  -3.611  -0.056
C  -1.364  1.740  -5.601  -0.211
F  -0.222  1.637  -6.285  0.108
C  -2.537  2.127  -6.215  0.093
C  -3.670  2.201  -5.421  -0.207
F  -4.816  2.571  -5.984  0.121
C  -3.664  1.910  -4.063  -0.180
F  -4.838  1.954  -3.418  0.085
H  -0.492  3.520  1.653  0.085
H  -2.043  2.661  1.594  0.076
H  -1.983  4.429  1.388  0.097
H  -0.727  5.293  -0.654  0.096
H  -0.221  4.082  -1.860  0.076
H  0.585  4.157  -0.286  0.084
H  -2.495  3.822  -1.910  0.122
H  -3.316  3.944  -0.346  0.128
H  -4.191  1.984  -1.444  0.120
H  -3.129  1.416  -0.160  0.052
H  -2.580  2.342  -7.267  0.143
Se  -2.574  -1.275  -0.119  0.331
Se  -3.962  -1.585  -3.739  0.202
Se  -2.526  -2.456  -2.383  -0.095
Se  -0.274  -1.868  -3.068  0.304
C  0.529  0.588  0.388  -0.358
Si  0.774  -0.542  1.912  0.670
C  1.544  -2.179  1.261  -0.223
N  0.877  -2.817  0.125  -0.212
C  1.820  -3.603  -0.699  -0.207
C  1.676  -5.123  -0.562  -0.177
C  1.461  -5.496  0.899  -0.186
C  0.128  -4.907  1.366  -0.166
C  -0.243  -3.651  0.555  -0.263
C  -0.678  -0.639  3.128  -0.268
C  -1.068  -1.820  3.758  -0.092
C  -1.923  -1.808  4.847  -0.067
C  -2.409  -0.606  5.335  -0.070
C  -2.063  0.578  4.705  -0.073
C  -1.209  0.555  3.618  -0.124
C  2.222  0.271  2.840  -0.239
C  3.437  0.427  2.175  -0.115
C  4.524  1.009  2.795  -0.083
C  4.416  1.460  4.099  -0.079
C  3.217  1.313  4.777  -0.075
C  2.134  0.719  4.153  -0.085
H  1.536  0.783  0.014  0.002
H  0.152  1.537  0.760  -0.022
H  1.694  -2.878  2.092  0.094
H  2.543  -1.891  0.935  0.073
H  2.843  -3.317  -0.437  0.117
H  1.669  -3.330  -1.752  0.039
H  2.579  -5.597  -0.947  0.115
H  0.836  -5.486  -1.156  0.113
H  2.289  -5.099  1.491  0.110
H  1.453  -6.579  1.026  0.112
H  0.173  -4.670  2.428  0.093
H  -0.668  -5.639  1.228  0.117
H  -0.925  -3.038  1.148  0.032
H  -0.762  -3.964  -0.356  0.088
H  -0.681  -2.766  3.416  0.082
H  -2.190  -2.735  5.334  0.109
H  -3.041  -0.590  6.211  0.109
H  -2.440  1.521  5.077  0.109
H  -0.917  1.487  3.160  0.081
H  3.534  0.090  1.151  0.090
H  5.457  1.106  2.261  0.104
H  5.259  1.926  4.585  0.105
H  3.126  1.656  5.795  0.106
H  1.204  0.601  4.689  0.093
N  2.662  1.982  -3.268  0.196
C  2.556  0.651  -3.097  -0.646
N  3.383  -0.113  -3.827  0.197
O  1.765  0.135  -2.289  -0.169
H  3.300  2.374  -3.938  0.117
H  2.058  2.611  -2.771  0.108
H  4.011  0.267  -4.512  0.117
H  3.306  -1.113  -3.748  0.119

=====

Entry 4:
Formula: C6H8O2S
Source: the Open Molecules 2025 dataset
Level of theory: the ωB97M-V functional and the def2-TZVPD basis

Properties
E_LUMO: 0.70 eV
Energy relative to the best compared isomer or geometry (same formula, charge and spin): 288.21 kJ/mol
Highest occupied orbital energy: -9.5 eV
HOMO-LUMO gap: 0.3734 Ha

Last column: Löwdin charge in e.
Element x y z (Å)
C  1.085  -0.989  -0.850  -0.071
C  0.905  -1.432  0.410  -0.028
C  -1.041  0.481  -1.348  -0.099
C  -0.893  0.284  1.380  -0.171
C  0.698  0.372  -0.562  -0.142
C  0.524  -0.088  0.930  -0.347
O  -3.239  0.481  -0.006  -0.338
O  -2.000  -1.643  -0.126  -0.290
S  -1.980  -0.234  -0.057  0.602
H  1.105  -1.357  -1.776  0.069
H  0.778  -2.333  0.986  0.113
H  -1.181  1.484  -1.388  0.032
H  -0.961  -0.111  -2.306  0.117
H  -1.017  -0.404  2.333  0.146
H  -0.918  1.475  1.463  0.153
H  1.216  1.259  -0.795  0.107
H  1.300  0.201  1.675  0.148

=====

Entry 5:
Formula: C4H6F2
Source: the Open Molecules 2025 dataset
Level of theory: the ωB97M-V functional and the def2-TZVPD basis

Properties
E_LUMO: 1.17 eV
Energy relative to the best compared isomer or geometry (same formula, charge and spin): 163.42 kJ/mol
Highest occupied orbital energy: -10.4 eV
HOMO-LUMO gap: 0.4268 Ha

Last column: Löwdin charge in e.
Element x y z (Å)
F  -1.109  -1.548  -0.764  0.032
C  -0.924  -0.286  -0.373  -0.367
C  0.317  0.262  -0.917  -0.145
C  1.127  0.024  0.450  -0.036
C  -0.380  -0.031  1.104  -0.122
F  -0.798  1.347  1.243  -0.057
H  -1.875  0.247  -0.500  0.151
H  0.695  -0.228  -1.893  0.144
H  0.320  1.348  -0.978  0.106
H  1.899  0.681  0.489  0.058
H  1.405  -1.052  0.336  0.115
H  -0.678  -0.764  1.802  0.121

=====

Entry 6:
Formula: C35H55ClO2P4PdSi
Source: the Open Molecules 2025 dataset
Level of theory: the ωB97M-V functional and the def2-TZVPD basis

Properties
Multiplicity: 5
E_LUMO (spin up / spin down): -4.52 / -7.71 eV
Energy relative to the best compared isomer or geometry (same formula, charge and spin): 0.00 kJ/mol
Net charge: +2
Highest occupied orbital energy (spin up / spin down): -10.3 / -13.5 eV
HOMO-LUMO gap (spin up / spin down): 0.2119 / 0.2131 Ha

Last column: Löwdin charge in e.
Element x y z (Å)
P  1.285  1.028  -2.756  1.118
C  3.011  1.457  -2.998  -0.315
C  3.768  0.866  -4.025  -0.075
H  3.341  0.064  -4.628  0.109
C  5.068  1.307  -4.275  -0.053
H  5.647  0.852  -5.077  0.118
C  5.623  2.334  -3.510  -0.044
H  6.636  2.687  -3.716  0.122
C  4.878  2.913  -2.482  -0.048
H  5.299  3.716  -1.882  0.118
C  3.579  2.475  -2.216  -0.061
H  2.994  2.916  -1.409  0.112
C  0.972  -0.558  -3.536  -0.329
C  1.724  -1.670  -3.120  -0.089
H  2.552  -1.533  -2.418  0.107
C  1.409  -2.938  -3.609  -0.053
H  1.967  -3.801  -3.243  0.119
C  0.414  -3.081  -4.579  -0.056
H  0.198  -4.069  -4.987  0.120
C  -0.281  -1.967  -5.047  -0.056
H  -1.032  -2.070  -5.833  0.121
C  -0.018  -0.701  -4.524  -0.067
H  -0.550  0.176  -4.901  0.117
C  0.251  2.301  -3.496  -0.309
C  0.646  2.874  -4.721  -0.061
H  1.560  2.530  -5.211  0.117
C  -0.127  3.874  -5.305  -0.047
H  0.174  4.303  -6.260  0.120
C  -1.287  4.331  -4.670  -0.041
H  -1.888  5.120  -5.121  0.121
C  -1.678  3.774  -3.450  -0.048
H  -2.573  4.119  -2.934  0.117
C  -0.920  2.754  -2.872  -0.086
H  -1.227  2.303  -1.928  0.067
Pd  0.074  0.077  1.581  0.469
C  -1.584  -1.158  1.258  -0.180
C  -1.924  -1.487  0.017  -0.387
H  -2.112  -1.511  2.153  0.040
C  -1.093  -0.844  -1.103  -0.383
O  -2.001  -0.057  -1.920  -0.054
H  -1.515  0.285  -2.697  0.059
C  -0.021  0.000  -0.496  -0.253
H  -0.596  -1.620  -1.720  0.123
C  0.897  0.814  -0.947  -0.227
Cl  2.058  1.445  2.161  -0.028
P  -1.234  1.944  2.162  0.777
P  1.644  -1.647  1.902  0.747
C  -0.702  2.986  3.544  -0.252
H  0.388  3.086  3.490  0.006
H  -0.983  2.522  4.497  0.020
H  -1.182  3.969  3.455  0.063
C  -1.407  3.095  0.770  -0.228
H  -2.105  2.678  0.035  0.044
H  -0.425  3.235  0.303  0.046
H  -1.784  4.058  1.139  0.065
C  -2.934  1.441  2.548  -0.233
H  -2.907  0.730  3.382  0.037
H  -3.366  0.950  1.669  0.038
H  -3.533  2.323  2.813  0.068
C  2.456  -1.736  3.514  -0.247
H  1.740  -2.087  4.266  0.019
H  2.800  -0.729  3.775  0.020
H  3.308  -2.425  3.435  0.067
C  0.871  -3.274  1.674  -0.236
H  0.468  -3.349  0.656  0.036
H  0.046  -3.375  2.390  0.049
H  1.617  -4.061  1.838  0.064
C  2.986  -1.615  0.683  -0.237
H  3.367  -0.589  0.616  0.028
H  2.602  -1.934  -0.293  0.022
H  3.780  -2.296  1.016  0.064
P  -3.289  -2.575  -0.489  0.882
C  -3.846  -3.518  0.921  -0.170
C  -2.626  -3.630  -1.786  -0.162
H  -4.134  -2.839  1.738  0.070
H  -3.050  -4.196  1.264  0.075
H  -4.720  -4.112  0.612  0.076
H  -2.271  -3.026  -2.633  0.057
H  -3.419  -4.307  -2.132  0.074
H  -1.791  -4.226  -1.390  0.073
C  -4.584  -1.532  -1.157  -0.164
H  -4.940  -0.850  -0.372  0.073
H  -5.414  -2.164  -1.503  0.072
H  -4.170  -0.944  -1.987  0.057
H  1.530  1.367  -0.247  -0.017
C  0.360  -1.752  6.497  -0.158
Si  -0.224  -0.211  5.541  0.315
C  -1.886  0.261  6.339  -0.125
C  1.060  1.126  6.003  -0.153
O  -0.401  -0.438  3.975  -0.224
H  0.136  -1.614  7.566  0.049
H  1.439  -1.932  6.409  0.033
H  -0.167  -2.654  6.158  0.039
H  -1.782  0.319  7.432  0.058
H  -2.269  1.225  5.981  0.028
H  -2.645  -0.502  6.112  0.044
H  2.031  0.923  5.533  0.026
H  0.760  2.134  5.693  0.012
H  1.203  1.140  7.093  0.047

=====

Which of these has the lowest energy relative to the best compared isomer or geometry (same formula, charge and spin)? C35H55ClO2P4PdSi

=====

Look up the energy relative to the best compared isomer or geometry (same formula, charge and spin) of the second one. 61.38 kJ/mol

=====

The highest energy relative to the best compared isomer or geometry (same formula, charge and spin) belongs to which entry? C30H39F4N5OSe4SiTa